No. 1
Density functional theory data (ωB97M-V with the def2-TZVPD basis set) for C34H35N5O3PReS as an isolated structure.

- orbital gap (spin up / spin down) (eV) = 7.65 / 5.65
- charge = +3
- HOMO (spin up / spin down) (eV) = -16.08 / -16.07
- multiplicity = 4
- E (eV) = -71653.00724
- <S²> = 3.774
- relative energy (zero: lowest compared OMol25 entry of this formula, charge and spin) (kcal per mole) = 3.5

Element x y z (Å)
Re -0.0131 -0.1219 0.1128
N -2.3556 1.3054 1.6030
P -2.3833 -0.0887 0.6459
C -3.1998 -1.4064 1.5349
C -4.4043 -1.0978 2.1744
C -5.1281 -2.1033 2.7898
C -4.6706 -3.4182 2.7493
C -3.4879 -3.7323 2.0928
C -2.7481 -2.7258 1.4876
C -3.4080 0.3019 -0.7619
C -4.2092 -0.6966 -1.3308
C -4.9777 -0.3947 -2.4452
C -4.9518 0.8878 -2.9835
C -4.1454 1.8752 -2.4257
C -3.3613 1.5848 -1.3221
C -1.1945 1.8568 2.0860
C -1.2238 2.8930 3.0131
C -0.0433 3.4479 3.4380
C 1.1755 2.9697 2.9326
C 1.1491 1.9552 2.0276
N -0.0226 1.3804 1.6018
H -3.2190 1.7172 1.9245
H -4.7946 -0.0834 2.1849
H -6.0573 -1.8650 3.2926
H -5.2464 -4.2015 3.2256
H -3.1443 -4.7590 2.0484
H -1.8314 -2.9855 0.9684
H -4.2590 -1.6884 -0.8954
H -5.6118 -1.1562 -2.8832
H -5.5719 1.1224 -3.8402
H -4.1327 2.8721 -2.8488
H -2.7313 2.3556 -0.8894
H -2.1788 3.2528 3.3803
H -0.0571 4.2603 4.1562
H 2.1212 3.3993 3.2326
H 2.0560 1.5737 1.5832
S 0.5985 -1.9332 1.5355
C 1.9598 -1.3782 2.5319
N 1.9112 -1.6439 3.8184
C 3.0531 -1.3962 4.7353
C 4.3430 -1.4467 3.9381
C 4.2452 -0.4979 2.7582
N 3.0112 -0.8024 1.9913
H 1.0930 -2.1183 4.1671
H 3.0314 -2.1561 5.5107
H 2.9153 -0.4243 5.2093
H 4.5110 -2.4639 3.5754
H 5.1848 -1.1748 4.5710
H 5.0882 -0.6192 2.0849
H 4.2178 0.5421 3.0840
H 3.0002 -0.6469 0.9957
N -0.3441 -1.5568 -1.5465
C 0.4335 -1.2806 -2.7822
C 1.6514 -1.9070 -2.9593
C 2.3924 -1.6239 -4.0997
C 1.9105 -0.7215 -5.0369
C 0.6792 -0.1063 -4.8430
C -0.0679 -0.3864 -3.7070
H -0.1137 -2.4938 -1.2266
H -1.3338 -1.5712 -1.7934
H 2.0198 -2.6245 -2.2284
H 3.3394 -2.1252 -4.2615
H 2.4873 -0.5074 -5.9282
H 0.2923 0.5849 -5.5813
H -1.0379 0.0834 -3.5530
O 0.7275 3.4807 -3.0095
C 2.0105 3.0812 -2.9185
C 2.9342 3.7887 -3.6713
C 4.2606 3.4174 -3.6650
C 4.7223 2.3265 -2.9050
C 3.8381 1.6403 -2.1396
C 2.4636 2.0064 -2.1174
C 1.5858 1.2794 -1.2918
O 1.9687 0.3290 -0.4714
O 0.2880 1.4641 -1.2525
H 0.1561 2.9253 -2.4727
H 2.5773 4.6230 -4.2624
H 4.9658 3.9802 -4.2655
H 5.7644 2.0395 -2.9343
H 4.1694 0.7958 -1.5483


No. 2
Density functional theory data (ωB97M-V with the def2-TZVPD basis set) for one molecule with the formula C23H31N3O4.

- orbital gap (eV) = 9.99
- HOMO (eV) = -9.36
- E (eV) = -37015.07848
- relative energy (zero: lowest compared OMol25 entry of this formula, charge and spin) (kcal per mole) = 5.8
- SMILES = C=CCN1C(=O)[C@H]2[C@H](C(=O)NC3CCCC3)[C@@H]3C=C[C@]2(O3)[C@@H]1C(=O)NC1CCCC1

Element x y z (Å)
C 2.7288 4.5731 -1.0492
C 1.5290 4.0276 -1.1098
C 0.8398 3.3849 0.0547
N 0.4074 2.0437 -0.2680
C -0.8775 1.6449 -0.2267
O -1.8441 2.3373 0.0161
C -0.9060 0.1599 -0.5311
C -1.8236 -0.3205 -1.6615
C -2.9338 -1.2278 -1.1534
O -3.0367 -2.4035 -1.4366
N -3.7704 -0.5555 -0.3452
C -4.8838 -1.1559 0.3543
C -4.6978 -1.0448 1.8698
C -5.0759 0.4059 2.1834
C -6.1050 0.8096 1.1094
C -6.1693 -0.3600 0.1145
C -0.7608 -0.9565 -2.6108
C -0.1268 -2.1284 -1.8931
C 0.6997 -1.6003 -0.9969
C 0.5004 -0.1077 -1.1402
O 0.2634 0.0248 -2.5384
C 1.3741 1.0156 -0.6016
C 2.1875 0.5812 0.6300
O 1.8936 0.9102 1.7576
N 3.2463 -0.1824 0.3109
C 4.1582 -0.7325 1.2935
C 4.0140 -2.2522 1.4092
C 4.7624 -2.7838 0.1863
C 5.9097 -1.7843 -0.0505
C 5.6087 -0.5611 0.8347
H 3.1900 5.0375 -1.9040
H 3.2939 4.5919 -0.1312
H 0.9702 4.0119 -2.0363
H -0.0702 3.9393 0.3078
H 1.4956 3.3541 0.9307
H -1.0646 -0.3894 0.4004
H -2.2666 0.5369 -2.1773
H -3.5788 0.4160 -0.1427
H -4.9463 -2.1888 0.0041
H -3.6819 -1.2886 2.1771
H -5.3824 -1.7349 2.3632
H -5.4809 0.5023 3.1895
H -4.1948 1.0451 2.1214
H -5.7908 1.7249 0.6089
H -7.0842 0.9966 1.5481
H -7.0258 -0.9986 0.3298
H -6.2465 -0.0243 -0.9183
H -1.0926 -1.1206 -3.6309
H -0.3757 -3.1520 -2.0819
H 1.2923 -2.0754 -0.2417
H 2.0506 1.3834 -1.3831
H 3.3946 -0.4498 -0.6493
H 3.9382 -0.2172 2.2309
H 2.9729 -2.5684 1.4425
H 4.5010 -2.5831 2.3264
H 5.1317 -3.7947 0.3488
H 4.0958 -2.8132 -0.6772
H 6.8690 -2.2223 0.2208
H 5.9672 -1.5044 -1.1020
H 5.7497 0.3799 0.3051
H 6.2584 -0.5555 1.7089


No. 3
Density functional theory data (ωB97M-V with the def2-TZVPD basis set) for C7H6CuN2O3S as an isolated structure.

- orbital gap (spin up / spin down) (eV) = 10.07 / 6.22
- charge = +2
- HOMO (spin up / spin down) (eV) = -17.74 / -17.83
- multiplicity = 2
- E (eV) = -71936.40580
- <S²> = 0.773
- relative energy (zero: lowest compared OMol25 entry of this formula, charge and spin) (kcal per mole) = 0.0

Element x y z (Å)
O -0.1151 3.1334 -1.1853
C -0.1127 2.3441 -0.3670
Cu 0.0911 -0.9083 0.3514
C 1.5578 -1.1585 -0.9088
C -1.4600 -1.1177 -0.6589
O 2.3748 -1.2928 -1.6736
O -2.3494 -1.1582 -1.3913
C -0.8006 -1.1106 5.2404
N -0.8205 0.1872 4.5700
C -1.3147 1.4010 5.0525
C -1.1127 2.3579 4.1054
N -0.4801 1.7116 3.0543
C -0.2234 0.4153 3.3505
S 0.7847 -0.6648 2.4979
H -1.3222 -1.8313 4.5903
H 0.2491 -1.4272 5.3515
H -1.2966 -1.0232 6.2143
H -1.7460 1.4711 6.0464
H -1.3299 3.3927 4.0880
H -0.1660 2.1405 2.1496


No. 4
Density functional theory data (ωB97M-V with the def2-TZVPD basis set) for C22H19N6O5SV as an isolated structure.

- orbital gap (spin up / spin down) (eV) = 5.09 / 7.52
- charge = -1
- HOMO (spin up / spin down) (eV) = -2.65 / -5.10
- multiplicity = 4
- E (eV) = -78824.26258
- <S²> = 3.843
- relative energy (zero: lowest compared OMol25 entry of this formula, charge and spin) (kcal per mole) = 27.1

Element x y z (Å)
V -0.2041 -1.0500 -1.1261
N -0.3932 -3.1598 -2.0962
C -1.6688 -3.8189 -1.8199
C -2.2021 -3.4072 -0.4469
C -2.7869 -1.9690 -0.4791
O -3.9271 -1.7803 -0.0753
O -2.0154 -1.0865 -0.9621
H -0.1197 -3.2814 -3.0712
H 0.3329 -3.5849 -1.5134
H -1.5556 -4.9176 -1.8530
H -2.3825 -3.5203 -2.5975
H -1.3852 -3.4088 0.2809
H -2.9886 -4.0862 -0.1147
C -2.2666 2.5743 5.8723
C -1.5664 1.8605 4.7522
C -0.2119 1.5643 4.8438
C 0.4307 0.8890 3.8209
C -0.2814 0.5076 2.7010
C -1.6308 0.7918 2.5875
C -2.2671 1.4661 3.6146
S 0.5446 -0.3020 1.3287
O 1.9631 -0.2203 1.5603
O -0.0269 -1.6350 1.2256
N 0.0235 0.4709 0.0329
C 0.6263 1.5029 -0.6247
C 1.3368 2.5626 -0.0723
C 1.8649 3.5323 -0.9184
C 1.6700 3.4874 -2.2846
C 0.9386 2.4393 -2.8737
C 0.6901 2.2991 -4.2589
C -0.0009 1.1802 -4.6987
C -0.4123 0.2086 -3.8021
N -0.1900 0.2954 -2.4791
C 0.4426 1.4247 -2.0246
H -1.5547 3.0970 6.5075
H -2.8071 1.8599 6.4943
H -2.9870 3.2898 5.4820
H 0.3449 1.8690 5.7185
H 1.4828 0.6553 3.8679
H -2.1610 0.4848 1.6968
H -3.3194 1.6970 3.5345
H 1.4900 2.6035 0.9962
H 2.4461 4.3395 -0.4917
H 2.1072 4.2455 -2.9189
H 1.0373 3.0480 -4.9520
H -0.2208 1.0526 -5.7503
H -0.9508 -0.6729 -4.1342
O 1.4327 -1.2999 -1.2257
N 2.6591 -1.0738 -1.5173
C 3.5790 -2.0273 -1.2650
C 3.2264 -3.2885 -0.7821
N 2.8344 -4.3271 -0.4540
C 4.9262 -1.7722 -1.5189
N 6.0520 -1.6085 -1.7178


Question: What is the relative energy (zero: lowest compared OMol25 entry of this formula, charge and spin) in the second record?
Answer: 5.8 kcal per mole